1.
Below is a cluster of 2 separate species, C3H4BrNO in total at a distorted geometry, with properties calculated with ωB97M-V/def2-TZVPD.

```
10
Properties=species:S:1:pos:R:3:mulliken_charge:R:1
C 0.4741 1.0208 0.8262 0.4847
C -1.0878 -0.4874 -0.6301 -0.7134
C 0.9974 0.1212 -0.0904 -0.2340
N 0.0000 1.8055 1.4848 -0.3535
O 0.3013 -0.4594 -1.0054 -0.2191
Br 2.7569 0.2542 -0.3874 -0.0112
H -1.4721 0.5585 -0.8376 0.3327
H -1.3428 -0.6156 0.4443 0.3450
H -1.6520 -1.1739 -1.3131 0.2629
H 1.0250 -1.0238 1.5087 0.1058
```

## Properties
- Kohn-Sham gap (alpha / beta): 8.46 / 7.97 eV
- Highest occupied orbital energy (alpha / beta): -9.190 / -8.662 eV
- Relative energy (zero: lowest compared OMol25 entry of this formula, charge and spin): 452.4 kJ/mol


2.
Below is the molecule C3H4BrNO2 at a distorted geometry, with properties calculated with ωB97M-V/def2-TZVPD.

```
11
Properties=species:S:1:pos:R:3:lowdin_spin:R:1
C 0.5619 -0.2814 0.0665 0.6590
C -0.7246 -0.0515 -0.0421 0.6113
C 1.4799 0.8977 0.0445 0.0990
N -1.7682 -1.1955 -0.0271 0.1080
O -1.3658 -2.2699 0.3618 0.1225
O -2.8500 -0.9265 -0.3782 0.1122
Br -1.6601 1.5771 -0.3600 0.2085
H 1.0346 -1.2572 0.3625 0.0247
H 0.9907 1.7839 -0.2261 -0.0014
H 2.1070 0.9885 0.9106 0.0263
H 2.1947 0.7347 -0.7124 0.0300
```

## Properties
- Kohn-Sham gap (alpha / beta): 6.67 / 6.75 eV
- Spin multiplicity: 3
- Highest occupied orbital energy (alpha / beta): -6.391 / -10.463 eV
- Relative energy (zero: lowest compared OMol25 entry of this formula, charge and spin): 376.6 kJ/mol


3.
Below is a structure of composition C3H4BrNOS at a distorted geometry, with properties calculated with ωB97M-V/def2-TZVPD.

```
11
Properties=species:S:1:pos:R:3:mulliken_charge:R:1
C -0.9170 -0.7931 0.5537 0.8512
C -0.2871 -1.1671 -0.6591 -1.2555
C 1.4197 1.2917 -0.3955 -0.3591
N -0.9794 0.6642 0.7442 -0.2054
O -1.4399 -1.4787 1.4534 -0.6027
S 0.0928 1.8772 0.3801 0.0007
Br 2.0614 -0.4072 -0.0573 -0.0092
H 0.0617 -2.2259 -0.9050 0.3635
H -0.3835 -0.4823 -1.4353 0.4951
H 1.6712 1.8550 -1.2840 0.4406
H -1.3000 0.8662 1.6049 0.2809
```

## Properties
- Kohn-Sham gap (alpha / beta): 7.55 / 6.59 eV
- Highest occupied orbital energy (alpha / beta): -8.423 / -7.660 eV
- Relative energy (zero: lowest compared OMol25 entry of this formula, charge and spin): 339.9 kJ/mol


4.
Below is the molecule C3H4Cl2N2 at a distorted geometry, with properties calculated with ωB97M-V/def2-TZVPD.

```
11
Properties=species:S:1:pos:R:3:lowdin_spin:R:1
C -1.2615 -0.1755 -0.5344 0.0836
C -0.7707 0.6555 0.4880 0.3078
C 1.4660 -0.0073 0.0596 0.3464
N -0.3995 -0.8395 -1.2336 0.3410
N 0.5145 0.6405 0.7115 0.3002
Cl -0.8243 -2.2973 -1.9928 0.0787
Cl 1.0254 1.1191 2.4574 0.4794
H -2.3806 -0.2512 -0.6094 0.0019
H -1.1880 1.4147 0.9460 0.0217
H 2.2108 -0.3850 0.7122 0.0219
H 1.6080 0.1260 -1.0044 0.0174
```

## Properties
- Kohn-Sham gap (alpha / beta): 5.92 / 7.38 eV
- Spin multiplicity: 3
- Highest occupied orbital energy (alpha / beta): -6.331 / -9.684 eV
- Relative energy (zero: lowest compared OMol25 entry of this formula, charge and spin): 84.5 kJ/mol


5.
Below is the molecule C3H4Cl3FSi at a distorted geometry, with properties calculated with ωB97M-V/def2-TZVPD.

```
12
Properties=species:S:1:pos:R:3:lowdin_spin:R:1
C -1.2872 -0.9951 -0.9754 0.7970
C -0.1108 -0.4035 -1.1968 0.6944
C 0.1570 0.8703 -0.5233 0.1324
F -0.9592 1.6867 -0.3546 0.0143
Si 0.9337 0.3439 1.4710 0.1152
Cl 0.1038 1.6725 2.6545 0.0558
Cl 0.1125 -1.4633 2.1343 0.0316
Cl 2.9484 0.1203 1.4478 0.0264
H -1.5891 -1.9816 -1.3455 0.0435
H -2.0154 -0.4021 -0.4038 0.0397
H 0.7594 -0.8658 -1.6868 0.0285
H 0.9469 1.4179 -1.2214 0.0212
```

## Properties
- Kohn-Sham gap (alpha / beta): 6.08 / 8.37 eV
- Spin multiplicity: 3
- Highest occupied orbital energy (alpha / beta): -5.594 / -10.923 eV


6.
Below is the ion C3H4Cl3N3 with charge +2 at a distorted geometry, with properties calculated with ωB97M-V/def2-TZVPD.

```
13
Properties=species:S:1:pos:R:3:mulliken_charge:R:1
Cl 1.6552 -2.0491 1.7491 0.0260
C 0.7833 -0.9671 0.8137 0.5677
N -0.4600 -0.5825 1.2847 -0.1046
C -1.2540 0.2673 0.6374 0.0110
N -0.9341 0.8413 -0.4856 -0.0830
C 0.2814 0.6731 -1.2417 0.4360
Cl -0.0097 -0.1103 -2.7794 0.0315
Cl 1.2497 2.1313 -1.2912 0.0339
N 1.1990 -0.4694 -0.3046 -0.1990
H -0.7676 -0.9876 2.1726 0.2780
H -2.2307 0.4779 1.0811 0.4572
H -1.6016 1.4990 -0.9046 0.3060
H 2.0890 -0.7238 -0.7316 0.2394
```

## Properties
- SMILES string: ClC1=[NH+]C=[NH+]C(Cl)(Cl)N1
- Kohn-Sham gap: 9.83 eV
- Charge: +2
- Highest occupied orbital energy: -19.954 eV
- Relative energy (zero: lowest compared OMol25 entry of this formula, charge and spin): 4.6 kJ/mol


7.
Below is the molecule C3H4Cl3NS at a distorted geometry, with properties calculated with ωB97M-V/def2-TZVPD.

```
12
Properties=species:S:1:pos:R:3:mulliken_charge:R:1
C -2.5923 -0.2848 0.4791 -0.5732
C 0.0532 -0.4709 0.2819 -0.5126
C -3.9589 0.0679 0.1931 0.6887
N 0.3961 0.8274 -0.1391 -0.5067
S -1.6076 -1.1981 -0.4427 0.0588
Cl -4.7400 0.7860 1.6197 -0.1238
Cl -3.6708 1.4093 -0.9893 -0.1277
Cl -5.1532 -1.0838 -0.5461 -0.1582
H -0.1172 -0.4959 1.3549 0.3536
H 0.5891 0.8778 -1.1327 0.2344
H 0.7964 -1.2041 -0.0278 0.3950
H -0.2758 1.5306 0.1403 0.2718
```

## Properties
- Kohn-Sham gap: 7.74 eV
- Highest occupied orbital energy: -8.645 eV
- Relative energy (zero: lowest compared OMol25 entry of this formula, charge and spin): 183.0 kJ/mol


8.
Below is the molecule C3H4ClF at a distorted geometry, with properties calculated with ωB97M-V/def2-TZVPD.

```
9
Properties=species:S:1:pos:R:3:mulliken_charge:R:1
F 1.4007 0.2437 -1.4248 -0.2592
C 0.4739 0.4380 -0.4955 0.1586
C 0.2463 -0.4552 0.8277 -0.8172
C -0.7163 -0.2252 -0.2597 -0.1492
Cl -2.1336 0.6829 -0.1239 -0.2001
H 0.7068 1.5458 0.0735 0.2234
H 0.1641 0.1437 1.5209 0.4711
H 0.8873 -1.4137 0.7726 0.2144
H -1.0293 -0.9602 -0.8909 0.3583
```

## Properties
- SMILES string: F[C@@H]1C[C@H]1Cl
- Kohn-Sham gap: 10.96 eV
- Highest occupied orbital energy: -9.820 eV
- Relative energy (zero: lowest compared OMol25 entry of this formula, charge and spin): 255.0 kJ/mol


9.
Below is the molecule C3H4ClF at a distorted geometry, with properties calculated with ωB97M-V/def2-TZVPD.

```
9
Properties=species:S:1:pos:R:3:mulliken_charge:R:1
C 0.0823 0.3192 -1.1774 -0.9663
C 0.3380 -0.5076 0.1550 -0.1778
C -0.2637 -0.1700 1.2525 0.3461
F 0.2031 -0.7510 2.4507 -0.2576
Cl -1.5219 0.8527 1.5607 -0.1330
H -1.0371 0.4624 -1.2146 0.2875
H 0.6811 1.2302 -1.0839 0.2543
H 0.4514 -0.1223 -2.0848 0.3065
H 1.0670 -1.3136 0.1417 0.3404
```

## Properties
- SMILES string: C/C=C(/F)Cl
- Kohn-Sham gap: 10.47 eV
- Highest occupied orbital energy: -9.601 eV
- Relative energy (zero: lowest compared OMol25 entry of this formula, charge and spin): 40.8 kJ/mol


10.
Below is the molecule C3H4ClF2NO4 at a distorted geometry, with properties calculated with ωB97M-V/def2-TZVPD.

```
15
Properties=species:S:1:pos:R:3:mulliken_charge:R:1
O 2.2100 -0.6385 1.9901 -0.5698
N 2.3400 -0.9399 0.8464 1.0669
O 3.0592 -1.7408 0.3919 -0.5753
C 1.2873 -0.2086 -0.0719 0.3695
Cl 1.8621 -0.5488 -1.7830 -0.1288
C -0.0372 -0.8357 0.1608 -0.4298
O -0.1245 -2.1743 -0.1222 -0.4647
C 1.4928 1.2618 0.0200 0.3906
O 0.9189 1.8455 -0.9625 -0.4310
F 2.8735 1.4496 0.1019 -0.2969
F 1.0912 1.8446 1.2067 -0.2797
H -0.8014 -0.3063 -0.4385 0.3590
H -0.2474 -0.8937 1.2460 0.3152
H 0.5305 -2.3085 -0.7286 0.3055
H 0.8748 2.7987 -0.9016 0.3694
```

## Properties
- SMILES string: O=[N+]([O-])[C@@](Cl)(CO)C(O)(F)F
- Kohn-Sham gap: 11.45 eV
- Highest occupied orbital energy: -11.206 eV
- Relative energy (zero: lowest compared OMol25 entry of this formula, charge and spin): 47.4 kJ/mol